{
  "formula": "C39H60BCaClN13O2",
  "method": "ωB97M-V/def2-TZVPD",
  "elements": ["Ca", "C", "C", "C", "C", "C", "C", "C", "C", "C", "N", "N", "B", "N", "N", "C", "C", "C", "C", "C", "C", "C", "C", "C", "N", "N", "C", "C", "C", "C", "C", "C", "C", "C", "C", "H", "H", "H", "H", "H", "H", "H", "H", "H", "H", "H", "H", "H", "H", "H", "H", "H", "H", "H", "H", "H", "H", "H", "H", "H", "H", "H", "H", "H", "H", "H", "H", "H", "H", "H", "H", "H", "H", "H", "H", "H", "H", "H", "H", "H", "H", "C", "N", "C", "N", "C", "N", "C", "N", "C", "C", "H", "H", "H", "H", "H", "H", "H", "H", "H", "H", "H", "H", "Cl", "C", "C", "O", "O", "H", "H", "N", "C", "C", "C", "N", "C", "N"],
  "xyz": [[-1.137, -0.487, -0.492], [1.770, -4.444, -0.245], [1.936, -3.174, -1.087], [3.082, -3.355, -2.084], [2.152, -2.015, -0.168], [3.354, -1.671, 0.460], [3.035, -0.632, 1.312], [4.003, 0.095, 2.194], [4.688, -0.886, 3.150], [5.043, 0.827, 1.340], [1.711, -0.388, 1.177], [1.183, -1.215, 0.263], [0.826, 0.515, 2.063], [0.398, 1.781, 1.296], [-0.501, 1.746, 0.306], [-0.759, 2.995, -0.057], [0.023, 3.870, 0.705], [0.754, 3.061, 1.554], [1.766, 3.514, 2.563], [2.842, 4.382, 1.909], [1.088, 4.286, 3.697], [-1.821, 3.375, -1.043], [-1.373, 4.521, -1.950], [-3.082, 3.755, -0.257], [-0.395, -0.276, 2.575], [-1.295, -0.762, 1.712], [-2.171, -1.502, 2.373], [-1.827, -1.499, 3.725], [-0.690, -0.709, 3.825], [-0.144, -0.375, 5.192], [1.331, -0.013, 5.355], [-1.027, 0.730, 5.793], [-3.352, -2.134, 1.706], [-4.427, -1.065, 1.479], [-3.919, -3.287, 2.536], [1.546, -5.296, -0.883], [0.957, -4.316, 0.467], [2.683, -4.651, 0.313], [1.009, -2.999, -1.636], [3.977, -3.725, -1.585], [3.328, -2.415, -2.573], [2.794, -4.078, -2.845], [4.317, -2.120, 0.318], [3.471, 0.839, 2.787], [5.296, -1.599, 2.598], [3.947, -1.441, 3.721], [5.325, -0.346, 3.848], [5.656, 0.122, 0.784], [5.695, 1.430, 1.971], [4.548, 1.480, 0.626], [1.450, 0.850, 2.998], [0.055, 4.941, 0.644], [2.257, 2.639, 2.987], [2.411, 5.295, 1.504], [3.327, 3.843, 1.099], [3.597, 4.654, 2.646], [0.623, 5.192, 3.316], [1.822, 4.564, 4.452], [0.320, 3.675, 4.164], [-2.055, 2.496, -1.644], [-1.208, 5.430, -1.375], [-2.131, 4.724, -2.705], [-0.445, 4.266, -2.458], [-2.865, 4.541, 0.465], [-3.442, 2.876, 0.272], [-3.861, 4.108, -0.931], [-2.318, -2.011, 4.531], [-0.310, -1.287, 5.781], [1.519, 1.020, 5.077], [1.960, -0.657, 4.747], [1.620, -0.135, 6.399], [-0.965, 1.633, 5.188], [-0.711, 0.963, 6.809], [-2.065, 0.410, 5.820], [-3.028, -2.501, 0.726], [-4.773, -0.663, 2.433], [-5.275, -1.496, 0.949], [-4.010, -0.258, 0.881], [-4.344, -2.907, 3.465], [-3.145, -4.012, 2.777], [-4.706, -3.795, 1.982], [1.071, -0.409, -3.414], [1.483, -0.092, -4.782], [1.051, 1.267, -5.086], [-0.388, 1.435, -4.946], [-0.758, 1.078, -3.580], [-0.373, -0.286, -3.228], [-1.019, -1.199, -4.182], [-0.663, -0.881, -5.561], [0.780, -1.002, -5.690], [-1.049, 0.490, -5.844], [1.590, 0.272, -2.726], [1.372, -1.436, -3.199], [1.339, 1.506, -6.115], [1.549, 1.963, -4.402], [-1.842, 1.167, -3.492], [-0.270, 1.776, -2.891], [-2.102, -1.146, -4.058], [-0.691, -2.220, -3.973], [1.072, -0.759, -6.718], [1.068, -2.032, -5.465], [-2.131, 0.583, -5.723], [-0.779, 0.742, -6.874], [-4.793, 0.788, -4.220], [-4.775, 0.840, -2.453], [-3.608, -0.036, -1.893], [-3.455, -1.159, -2.350], [-2.932, 0.521, -1.001], [-5.730, 0.442, -2.110], [-4.666, 1.880, -2.152], [-1.389, -2.591, -0.922], [-1.289, -3.562, -1.548], [-1.088, -4.714, -2.263], [-1.604, -5.919, -1.800], [-2.020, -6.924, -1.411], [-0.290, -4.653, -3.398], [0.404, -4.574, -4.320]],
  "atomic_forces_ev_per_a": [[1.65, 0.98, -1.15], [-0.17, 0.13, -0.15], [0.04, -0.05, -0.01], [-0.24, 0.09, 0.03], [0.23, 0.16, 0.01], [-0.12, 0.14, 0.10], [0.10, -0.18, -0.10], [0.07, 0.00, 0.05], [-0.17, 0.21, 0.01], [-0.19, 0.05, 0.14], [0.73, 0.18, 0.45], [-0.53, -0.38, -0.59], [-0.03, -0.02, -0.13], [0.51, 0.57, 0.54], [-0.51, -0.22, -0.57], [0.18, 0.20, 0.07], [0.11, -0.15, 0.05], [-0.08, 0.11, -0.13], [0.04, 0.07, 0.12], [-0.06, -0.22, 0.07], [0.12, -0.23, -0.04], [-0.07, 0.04, 0.00], [0.01, -0.28, 0.09], [0.09, -0.19, -0.17], [0.33, 0.16, 0.87], [-0.59, -0.34, 0.51], [0.12, -0.02, 0.41], [0.19, 0.03, -0.18], [-0.42, -0.43, 0.18], [0.16, 0.29, 0.08], [-0.14, -0.12, -0.05], [0.06, -0.25, 0.06], [-0.19, 0.08, -0.01], [0.16, -0.10, -0.09], [0.23, 0.11, -0.22], [-0.02, -0.12, -0.04], [-0.11, -0.05, 0.08], [0.09, 0.00, 0.04], [0.14, 0.00, 0.02], [0.13, 0.00, 0.09], [0.08, 0.07, -0.10], [0.00, -0.05, -0.07], [0.20, -0.09, -0.03], [-0.06, -0.04, 0.00], [0.06, -0.08, -0.04], [-0.02, -0.09, 0.06], [0.13, 0.02, 0.07], [0.05, -0.10, -0.07], [0.11, 0.06, 0.05], [0.00, 0.11, -0.10], [0.16, 0.09, 0.22], [0.02, 0.20, 0.00], [-0.05, 0.02, 0.00], [-0.04, 0.12, -0.07], [0.08, -0.01, -0.12], [0.08, 0.06, 0.04], [-0.08, 0.10, -0.04], [0.04, 0.06, 0.10], [-0.12, -0.02, 0.10], [0.00, 0.16, 0.08], [0.02, 0.13, 0.04], [-0.06, 0.05, -0.05], [0.10, 0.03, -0.11], [0.01, 0.08, 0.04], [-0.11, -0.01, 0.08], [-0.13, 0.03, -0.06], [-0.07, -0.04, 0.15], [-0.02, 0.12, -0.13], [0.07, 0.11, -0.07], [0.16, -0.05, -0.06], [-0.01, 0.00, 0.05], [0.03, 0.13, -0.07], [0.06, 0.08, 0.12], [-0.10, 0.04, -0.01], [-0.11, -0.07, 0.16], [-0.02, 0.02, 0.04], [-0.12, 0.00, -0.06], [-0.16, 0.12, 0.03], [-0.04, -0.01, 0.08], [0.02, -0.10, 0.03], [-0.06, -0.03, -0.01], [0.47, 0.02, 0.00], [0.23, -0.03, 0.06], [0.20, 0.16, -0.01], [-0.13, 0.26, 0.03], [-0.14, 0.37, -0.06], [-0.04, -0.05, 0.51], [-0.42, -0.39, -0.13], [-0.05, -0.24, -0.15], [0.19, -0.14, -0.16], [-0.17, 0.04, -0.17], [-0.07, -0.11, -0.01], [-0.03, 0.05, 0.07], [0.00, 0.03, 0.08], [0.03, -0.03, -0.07], [0.01, 0.05, 0.09], [-0.06, -0.04, 0.01], [0.13, 0.02, 0.02], [-0.06, 0.13, 0.01], [-0.01, -0.06, 0.06], [0.01, 0.05, -0.03], [0.03, 0.04, -0.02], [-0.03, -0.05, 0.04], [-0.08, 0.05, -0.49], [0.33, -0.20, 0.45], [-1.60, 0.21, -1.14], [-0.02, -0.35, -0.09], [-0.55, 1.24, 0.68], [0.08, 0.03, 0.05], [0.00, -0.12, 0.04], [-0.16, -2.33, -0.59], [-0.18, 0.92, 0.84], [-0.14, -0.01, -0.15], [-0.35, -0.92, 0.30], [-0.03, -0.04, 0.02], [0.63, -0.07, -0.77], [0.02, 0.02, -0.05]],
  "mulliken_charge": [3.827, -1.726, 3.408, -2.039, -0.628, -0.884, -0.130, 1.528, -1.669, -1.658, 0.438, 0.389, -0.025, 0.432, 0.444, -0.428, -0.942, -0.120, 1.828, -1.685, -1.572, 2.857, -1.967, -1.680, 0.461, -0.198, -0.980, -0.615, -0.077, 0.292, -1.626, -1.466, 1.705, -1.224, -1.963, 0.466, 0.369, 0.370, -1.921, 0.437, 0.407, 0.450, 0.498, -0.423, 0.353, 0.333, 0.421, 0.310, 0.430, 0.342, -0.775, 0.489, -0.771, 0.305, 0.340, 0.433, 0.383, 0.426, 0.218, -1.290, 0.409, 0.466, 0.362, 0.383, 0.294, 0.450, 0.521, 0.537, 0.098, 0.201, 0.529, 0.232, 0.449, 0.384, -0.603, 0.383, 0.409, -0.041, 0.303, 0.429, 0.467, -0.647, 0.133, -0.779, 0.140, -0.309, 1.684, -0.007, 0.077, -0.776, -0.683, 0.191, -0.183, 0.363, 0.351, -0.343, 0.099, 0.036, -0.592, 0.339, 0.327, 0.277, 0.370, -0.216, -0.286, 0.045, -0.531, -0.842, 0.456, 0.007, -0.836, 0.830, 0.165, -0.286, -0.671, 0.239, -0.710],
  "total_charge": -1,
  "e_lumo_ev": 2.2,
  "e_homo_ev": -5.4,
  "homo_lumo_gap_ev": 7.62
}